Entry 1:
Molecular formula: C18H27ClN2STi
Method: DFT, ωB97M-V/def2-TZVPD

Calculated values
HOMO-LUMO gap: 6.857 eV

The geometry in ORCA input format:
```
! wB97M-V def2-TZVPD RIJCOSX def2/J DEFGRID3
* xyz 2 1
C 0.363 0.073 -5.635
C 1.743 0.628 -5.995
C 0.137 -1.280 -6.314
C -0.735 1.064 -6.029
Cl 0.285 -0.181 -3.815
H 0.170 -1.176 -7.404
H -0.839 -1.695 -6.044
H 0.908 -1.998 -6.021
H 1.819 0.790 -7.077
H 2.537 -0.068 -5.705
H 1.929 1.587 -5.500
H -0.724 1.240 -7.111
H -0.595 2.029 -5.531
H -1.725 0.681 -5.761
C 1.851 -1.769 1.673
C 0.998 -2.564 0.833
C 1.068 -2.020 -0.507
H 0.450 -3.454 1.134
C 1.920 -0.858 -0.470
C 2.412 -0.721 0.871
H 3.152 0.013 1.178
H 2.091 -1.977 2.718
H 0.645 -2.439 -1.417
H 2.157 -0.221 -1.318
C -2.254 0.484 0.659
C -2.314 -0.705 1.469
C -1.868 -1.811 0.655
H -2.717 -0.790 2.487
C -1.564 -1.299 -0.667
C -1.778 0.125 -0.654
H -1.638 0.781 -1.500
H -2.569 1.484 0.944
H -1.818 -2.850 0.969
H -1.304 -1.870 -1.556
Ti 0.009 -0.532 0.703
S 0.683 1.491 1.879
C 0.189 1.262 3.569
N -1.087 1.440 3.927
C -1.506 1.329 5.326
C -0.432 1.922 6.192
C 0.925 1.277 5.956
N 1.111 0.985 4.515
H -1.764 1.530 3.170
H -1.686 0.282 5.589
H -2.441 1.878 5.417
H -0.696 1.834 7.245
H -0.327 2.989 5.976
H 1.029 0.340 6.526
H 1.743 1.944 6.272
H 2.058 0.796 4.180
*
```

Entry 2:
Molecular formula: C18H27FeN2O5P2S
Method: DFT, ωB97M-V/def2-TZVPD

Calculated values
HOMO-LUMO gap (spin up / spin down): 8.460 / 5.979 eV
<S²>: 8.78
energy above the lowest of the compared OMol25 structures with the same formula, charge and spin: 18.5 kcal/mol

The geometry in ORCA input format:
```
! wB97M-V def2-TZVPD RIJCOSX def2/J DEFGRID3
* xyz 2 6
Fe 0.005 -0.353 -0.341
P 2.049 -1.373 -0.076
C 2.354 -1.838 -1.884
C 1.054 -2.141 -2.619
N -0.076 -1.581 -2.111
C -1.254 -1.801 -2.752
C -1.342 -2.579 -3.909
C -0.173 -3.142 -4.428
C 1.045 -2.921 -3.779
C -2.495 -1.192 -2.112
P -2.072 0.310 -1.041
H 1.960 -3.341 -4.168
H -2.293 -2.746 -4.394
H -0.209 -3.743 -5.324
H -3.226 -0.911 -2.871
H -2.954 -1.952 -1.480
H 2.817 -1.013 -2.365
H 3.043 -2.680 -1.939
H 1.770 3.464 -2.738
O 2.610 3.336 -3.336
H 2.364 3.671 -4.242
H -1.545 4.513 -0.685
O -1.160 5.317 -1.165
H -1.608 6.117 -0.758
C -2.293 1.702 -2.291
H -3.276 1.646 -2.759
H -2.198 2.669 -1.797
H -1.534 1.628 -3.070
C -3.634 0.475 -0.003
H -3.592 1.388 0.592
H -4.516 0.515 -0.641
H -3.729 -0.377 0.671
C 2.117 -3.056 0.762
H 3.039 -3.576 0.503
H 2.076 -2.936 1.845
H 1.271 -3.665 0.444
C 3.704 -0.603 0.380
H 3.731 -0.372 1.445
H 4.520 -1.287 0.148
H 3.854 0.318 -0.184
O -0.799 -1.519 2.224
C -0.428 -0.376 2.445
N -0.053 0.454 1.454
S 0.497 2.017 2.033
O 1.858 1.978 1.324
O -0.503 2.843 1.212
C 0.206 1.468 3.727
C 0.435 2.177 4.908
C 0.154 1.554 6.139
C -0.349 0.239 6.175
C -0.574 -0.459 4.982
C -0.291 0.181 3.773
H 0.826 3.185 4.881
H 0.326 2.081 7.067
H -0.559 -0.240 7.123
H -0.954 -1.474 5.001
*
```

Entry 3:
Molecular formula: C18H27N3O
Method: DFT, ωB97M-V/def2-TZVPD

Calculated values
HOMO-LUMO gap: 9.281 eV
energy above the lowest of the compared OMol25 structures with the same formula, charge and spin: 2.2 kcal/mol
SMILES: CCCCCn1c([C@@H](C)NC(=O)CCC)nc2ccccc21

The geometry in ORCA input format:
```
! wB97M-V def2-TZVPD RIJCOSX def2/J DEFGRID3
* xyz 0 1
C 2.005 4.063 -0.818
C 1.679 2.682 -0.263
C 0.454 2.057 -0.935
C -0.877 2.565 -0.377
H -0.837 3.648 -0.247
H -1.675 2.342 -1.088
C -1.240 1.927 0.971
N -1.518 0.522 0.832
C -0.707 -0.545 1.098
N -1.232 -1.692 0.763
C -2.461 -1.401 0.232
C -3.445 -2.238 -0.281
C -4.604 -1.652 -0.743
C -4.795 -0.270 -0.699
C -3.829 0.579 -0.196
C -2.659 -0.001 0.266
H -3.987 1.647 -0.163
H -5.721 0.145 -1.069
H -5.390 -2.273 -1.148
H -3.297 -3.306 -0.308
C 0.636 -0.462 1.760
N 1.438 -1.567 1.280
C 2.520 -1.385 0.488
O 3.039 -0.299 0.323
C 3.022 -2.665 -0.152
H 3.090 -3.447 0.607
H 4.016 -2.478 -0.558
C 2.079 -3.109 -1.277
C 2.041 -2.093 -2.412
H 3.031 -1.969 -2.846
H 1.358 -2.419 -3.193
H 1.710 -1.124 -2.046
H 2.419 -4.073 -1.663
H 1.069 -3.244 -0.881
H 0.957 -2.454 1.269
C 0.478 -0.533 3.282
H -0.025 -1.457 3.557
H -0.112 0.305 3.644
H 1.457 -0.508 3.754
H 1.169 0.451 1.477
H -0.427 2.057 1.687
H -2.135 2.412 1.377
H 0.491 0.971 -0.829
H 0.496 2.275 -2.005
H 2.535 2.022 -0.409
H 1.514 2.763 0.814
H 2.872 4.479 -0.312
H 2.227 4.003 -1.881
H 1.171 4.749 -0.682
*
```

Entry 4:
Molecular formula: C18H27N5O7S
Method: DFT, ωB97M-V/def2-TZVPD

Calculated values
HOMO-LUMO gap: 7.820 eV
energy above the lowest of the compared OMol25 structures with the same formula, charge and spin: 0.0 kcal/mol
SMILES: CCN(CC)CCNC(=O)C(=O)NC[C@H]1OCCN1S(=O)(=O)c1ccc([N+](=O)[O-])cc1

The geometry in ORCA input format:
```
! wB97M-V def2-TZVPD RIJCOSX def2/J DEFGRID3
* xyz 0 1
C -2.120 0.363 -1.848
H -1.846 -0.017 -2.828
H -2.903 1.105 -1.987
H -1.253 0.846 -1.403
C -2.631 -0.748 -0.937
N -1.567 -1.613 -0.444
C -0.830 -2.308 -1.491
C -1.602 -3.358 -2.298
H -1.944 -4.172 -1.663
H -0.947 -3.774 -3.058
H -2.464 -2.917 -2.794
H 0.039 -2.782 -1.031
H -0.448 -1.547 -2.174
C -2.066 -2.475 0.616
H -2.785 -3.228 0.252
H -2.597 -1.833 1.325
C -0.951 -3.204 1.375
N 0.032 -2.280 1.876
C 1.264 -2.150 1.387
O 1.801 -2.867 0.556
C 1.982 -0.924 1.954
O 1.425 -0.152 2.718
N 3.230 -0.816 1.487
C 3.999 0.392 1.570
H 5.061 0.156 1.660
H 3.657 0.949 2.445
C 3.799 1.287 0.321
N 2.384 1.492 0.066
S 1.888 3.099 -0.016
O 2.550 3.797 1.041
O 1.988 3.618 -1.350
C 0.143 2.909 0.365
C -0.778 3.620 -0.386
C -2.129 3.455 -0.138
C -2.522 2.560 0.850
C -1.594 1.864 1.616
C -0.245 2.051 1.377
H 0.499 1.526 1.956
H -1.939 1.190 2.386
N -3.932 2.321 1.063
O -4.717 3.082 0.547
O -4.235 1.357 1.732
H -2.879 3.985 -0.705
H -0.420 4.277 -1.163
C 2.008 0.690 -1.086
H 1.274 -0.068 -0.798
H 1.578 1.347 -1.847
C 3.332 0.061 -1.559
H 3.520 0.222 -2.621
H 3.353 -1.016 -1.349
O 4.351 0.734 -0.843
H 4.286 2.250 0.515
H 3.506 -1.537 0.829
H -0.266 -1.547 2.509
H -0.427 -3.915 0.734
H -1.399 -3.750 2.211
H -3.418 -1.315 -1.460
H -3.095 -0.293 -0.058
*
```

Entry 5:
Molecular formula: C18H27N6PRuS3
Method: DFT, ωB97M-V/def2-TZVPD

Calculated values
HOMO-LUMO gap (spin up / spin down): 6.275 / 6.536 eV
<S²>: 0.77

The geometry in ORCA input format:
```
! wB97M-V def2-TZVPD RIJCOSX def2/J DEFGRID3
* xyz 3 2
Ru 0.568 -0.393 -0.386
C -0.452 3.677 3.407
N 0.327 2.865 2.513
C 1.655 3.017 2.298
C 2.024 2.058 1.392
N 0.934 1.326 1.061
C -0.098 1.830 1.756
P -1.872 1.347 1.693
C -2.033 1.464 -0.129
N -1.260 0.899 -1.065
C -1.749 1.306 -2.260
C -2.829 2.129 -2.047
N -2.994 2.218 -0.709
C -4.003 2.983 -0.022
C -1.712 -0.484 1.805
N -0.880 -1.300 1.139
C -1.138 -2.558 1.574
C -2.137 -2.510 2.509
N -2.490 -1.208 2.639
C -3.523 -0.725 3.516
H -0.078 4.699 3.389
H -0.376 3.312 4.433
H -1.499 3.683 3.107
H 2.242 3.767 2.789
H 2.998 1.873 0.980
H -1.315 1.001 -3.193
H -3.458 2.634 -2.752
H -4.688 3.432 -0.740
H -3.543 3.782 0.562
H -4.579 2.340 0.645
H -0.607 -3.416 1.205
H -2.597 -3.299 3.071
H -4.409 -1.354 3.427
H -3.790 0.300 3.258
H -3.192 -0.754 4.557
C 2.914 -0.461 -3.356
C 3.612 0.228 -2.204
S 3.364 -0.468 -0.531
C 4.036 -2.173 -0.592
C 3.131 -3.234 -1.194
S 1.396 -3.056 -0.621
C 0.400 -3.242 -2.152
C 0.852 -2.468 -3.376
S 1.097 -0.665 -3.103
H 3.345 -1.434 -3.587
H 3.021 0.172 -4.242
H 3.253 1.254 -2.102
H 4.687 0.260 -2.393
H 4.239 -2.387 0.460
H 4.992 -2.142 -1.119
H 3.463 -4.218 -0.852
H 3.144 -3.235 -2.279
H -0.608 -2.940 -1.841
H 0.383 -4.308 -2.397
H 0.064 -2.551 -4.128
H 1.765 -2.875 -3.812
*
```